Entry 1:
The following is a DFT calculation (wB97M-V/def2-TZVPD) of 4 unconnected molecules or ions with the total composition C11H31FN3O9P2S in a non-equilibrium geometry.

The total energy is -66932.817 eV. As for the HOMO-LUMO gap: 7.050 eV. As for the net charge: -1.

Atoms and positions in Å:
C -0.967 2.540 2.677
C -1.693 2.149 1.223
S -0.524 2.735 -0.114
C -0.334 1.503 -1.505
C 0.626 0.217 -1.196
C 1.982 0.523 -0.339
O 2.606 -0.551 0.221
O 2.651 1.817 -0.147
N 0.922 -0.455 -2.521
F -0.170 -0.545 -3.319
P 2.345 0.205 -3.355
N 3.775 -0.445 -2.860
O 2.177 -0.169 -5.051
O 2.497 1.945 -3.180
P -0.368 -1.118 -0.181
N -0.183 -0.974 1.418
O 0.214 -2.714 -0.644
O -2.096 -1.053 -0.502
H 0.147 2.894 2.440
H -0.911 1.635 3.417
H -1.513 3.491 3.109
H -2.716 2.754 1.232
H -1.959 1.013 1.133
H -0.001 2.128 -2.466
H -1.435 1.126 -1.772
H 4.419 0.308 -2.517
H 2.471 0.689 -5.519
H 3.329 2.197 -2.679
H -1.103 -0.841 1.890
H -0.469 -3.385 -0.288
H -2.630 -1.328 0.300
C -1.234 0.237 7.105
C -0.173 1.194 6.604
O -0.619 2.534 6.752
H -2.169 0.375 6.552
H -0.907 -0.801 6.994
H -1.458 0.425 8.160
H 0.033 1.017 5.544
H 0.761 1.071 7.162
H -0.790 2.683 7.698
C 3.051 -4.334 -0.654
C 3.934 -5.492 -1.072
O 3.154 -6.669 -1.216
H 2.547 -4.557 0.292
H 3.638 -3.419 -0.535
H 2.268 -4.156 -1.398
H 4.701 -5.680 -0.316
H 4.432 -5.282 -2.024
H 2.481 -6.494 -1.895
C -4.454 1.834 -4.248
C -3.759 2.171 -2.946
O -2.362 2.307 -3.163
H -4.057 0.903 -4.667
H -5.532 1.721 -4.097
H -4.283 2.617 -4.993
H -3.914 1.375 -2.211
H -4.142 3.106 -2.527
H -2.234 3.022 -3.810


Entry 2:
The following is a DFT calculation (wB97M-V/def2-TZVPD) of a molecular structure, C11H32AgKN6O9 in a non-equilibrium geometry.

The total energy is -59607.560 eV. As for the multiplicity: 2. As for the energy above the lowest of the compared OMol25 structures with the same formula, charge and spin: 787.99 kJ/mol. As for the HOMO-LUMO gap (spin up / spin down): 5.294 / 5.322 eV. As for the net charge: +1.

Atoms and positions in Å:
Ag -0.685 -3.538 -1.999
K 3.780 3.276 -0.540
C 0.582 -0.648 0.637
O -0.009 -1.714 0.990
O 0.690 -0.591 -0.573
O 1.074 0.127 1.477
C -2.682 5.161 5.118
C -1.844 4.520 4.075
O -2.172 3.132 4.352
H -2.384 6.201 5.249
H -2.630 4.742 6.123
H -3.735 5.066 4.851
H -0.757 4.579 4.130
H -2.260 4.724 3.089
H -1.629 2.621 3.747
C -1.220 -8.273 5.233
C -0.941 -6.801 5.168
O -1.602 -6.273 3.961
H -0.773 -8.799 4.389
H -2.286 -8.500 5.225
H -0.893 -8.818 6.119
H 0.130 -6.773 4.969
H -1.259 -6.170 5.998
H -1.181 -5.424 3.806
C 5.945 -1.993 2.044
O 7.058 -2.432 2.311
N 5.495 -1.905 0.857
N 5.364 -1.283 2.879
H 5.842 -2.411 0.055
H 4.522 -1.635 0.810
H 5.785 -0.856 3.691
H 4.421 -1.028 2.619
C -5.259 -0.931 -1.511
O -4.334 -1.380 -2.194
N -6.340 -0.521 -2.045
N -5.415 -0.970 -0.238
H -6.521 -0.545 -3.039
H -7.082 -0.483 -1.362
H -4.572 -1.249 0.245
H -6.247 -0.621 0.216
C 5.484 0.593 -5.491
O 5.513 1.765 -5.098
N 6.254 0.188 -6.458
N 4.780 -0.355 -5.014
H 6.470 -0.798 -6.423
H 6.555 0.865 -7.145
H 4.052 -0.318 -4.315
H 4.729 -1.078 -5.717
C -2.060 3.922 -2.608
C -1.343 3.609 -3.925
C -1.373 4.770 -4.944
O -0.016 3.241 -3.780
H -2.017 3.004 -2.021
H -3.127 4.034 -2.800
H -1.750 4.730 -1.946
H -1.776 2.756 -4.447
H -0.934 5.660 -4.494
H -2.444 4.870 -5.125
H -0.922 4.534 -5.908
H -0.051 2.427 -3.272


Entry 3:
The following is a DFT calculation (wB97M-V/def2-TZVPD) of a molecular structure, C11H33FHfNO8 in a non-equilibrium geometry.

The total energy is -33809.653 eV. As for the energy above the lowest of the compared OMol25 structures with the same formula, charge and spin: 130.91 kJ/mol. As for the HOMO-LUMO gap: 6.101 eV. As for the net charge: +3.

Atoms and positions in Å:
Hf -0.769 -1.147 -0.880
F 0.416 -0.460 0.799
C -2.251 1.280 3.120
O -2.906 1.121 1.844
H -2.722 0.739 3.941
H -1.186 1.195 2.929
H -2.390 2.315 3.452
H -3.833 1.379 1.935
C 3.432 -2.839 -1.723
C 2.240 -2.047 -1.201
C 2.459 -0.575 -1.450
O 1.188 0.040 -1.653
C 1.211 1.283 -2.448
N 0.943 -2.557 -1.743
H 4.380 -2.385 -1.429
H 3.427 -3.047 -2.795
H 3.539 -3.827 -1.262
H 2.232 -2.183 -0.119
H 3.087 -0.366 -2.322
H 3.001 -0.139 -0.610
H 2.048 1.909 -2.164
H 0.221 1.712 -2.488
H 1.343 0.882 -3.457
H 0.987 -3.576 -1.630
H 0.964 -2.637 -2.771
C -2.353 1.880 -1.113
C -3.306 0.920 -1.831
O -3.074 -0.442 -1.355
O -1.159 1.162 -0.733
H -2.941 2.183 -0.249
H -2.179 2.782 -1.699
H -3.242 0.913 -2.921
H -4.298 1.324 -1.625
H -3.598 -0.927 -2.017
H -0.517 1.891 -0.523
C -1.118 -3.244 1.787
C -1.752 -1.920 2.140
O -2.204 -1.245 0.930
O -0.288 -3.010 0.580
H -1.748 -4.128 1.709
H -0.361 -3.459 2.544
H -1.090 -1.297 2.734
H -2.659 -2.150 2.700
H -2.915 -0.660 1.283
H 0.217 -3.835 0.548
C 1.950 3.424 0.923
C 2.607 2.189 1.483
O 1.942 1.535 2.531
O 0.752 3.067 0.189
H 2.656 3.915 0.247
H 1.693 4.195 1.651
H 3.647 2.442 1.688
H 2.725 1.480 0.650
H 1.158 1.119 2.159
H 0.396 3.825 -0.289